(1)
A molecular structure, C6H6Cl2N4 at a distorted geometry. Source: OMol25; level of theory: ωB97M-V/def2-TZVPD.

Each line ends with the Löwdin charge.
Cartesian coordinates (Å):
C -0.320 2.292 2.378  -0.21
C 0.783 1.378 0.911  -0.69
C -0.305 -2.182 0.251  -0.54
C -0.536 1.106 0.639  -0.36
C -0.848 -0.378 -1.153  -0.15
C 0.885 -1.742 -1.959  -0.03
N 0.899 2.172 1.978  0.08
N -1.245 0.613 -0.419  0.16
N -1.230 1.820 1.553  0.15
N 0.003 -1.481 -0.780  -0.27
Cl 0.719 -3.497 0.597  0.60
Cl 2.204 0.858 0.079  0.71
H -0.495 2.964 3.117  0.10
H -1.414 -0.527 -2.069  0.12
H 1.118 -2.727 -2.197  0.05
H 0.291 -1.327 -2.794  0.09
H 1.690 -1.180 -1.536  0.04
H -2.200 1.839 1.404  0.15

Cartesian forces, eV/Å:
0.007 2.049 0.555
0.795 -0.986 -0.991
-1.126 0.650 1.813
0.677 -0.410 -0.981
-2.173 1.067 2.414
-1.056 1.801 1.052
0.931 -0.966 0.134
1.285 -1.644 -2.282
0.452 -1.544 -0.788
-0.465 0.060 -2.387
0.562 -0.550 -0.465
-0.398 -0.004 -0.082
-1.125 1.513 2.336
0.209 -0.172 -0.077
0.301 -1.859 0.251
1.120 0.125 0.150
1.392 0.399 -1.465
-1.387 0.473 0.813

The value obtained for the LUMO energy is -0.001 Ha. The HOMO-LUMO gap comes out at 8.3 eV. As for the energy above the lowest of the compared OMol25 structures with the same formula, charge and spin: 255.6 kJ/mol. As for the charge: 0.

***

(2)
C6H6Cl2N4O2S in the gas phase at a distorted geometry. Source: OMol25; level of theory: ωB97M-V/def2-TZVPD.

Each line ends with the Löwdin charge.
Cartesian coordinates (Å):
C 0.558 3.678 1.360  -0.13
C 0.909 3.259 0.001  -0.44
C 2.522 3.603 -1.616  -0.94
C 1.828 3.721 -2.727  -0.42
C 0.077 -0.521 -0.584  -0.08
C -0.947 -0.406 1.641  -0.08
N 0.211 3.896 2.442  0.20
N 1.904 3.946 -0.481  0.10
N 0.163 2.427 -0.604  -0.05
N -0.874 0.182 0.305  -0.34
O -1.772 2.477 0.965  -0.28
O -1.931 1.712 -1.357  -0.29
S -1.211 1.763 -0.135  0.54
Cl 4.179 3.405 -1.537  0.80
Cl 0.331 3.607 -3.296  0.92
H 0.984 0.019 -0.520  0.06
H -0.034 -1.538 -0.297  0.08
H -0.269 -0.341 -1.609  0.09
H -1.853 0.043 2.043  0.08
H -1.219 -1.467 1.425  0.10
H -0.096 -0.319 2.316  0.09

Cartesian forces, eV/Å:
-0.357 0.219 1.553
-2.225 0.496 1.734
0.143 -0.152 0.050
-1.620 0.421 0.347
-2.228 1.893 -0.699
-1.778 0.084 -0.754
0.682 -0.005 -0.990
1.752 0.887 -0.498
1.701 -0.900 -1.554
0.730 0.787 -0.595
-0.275 -0.580 0.332
-0.559 -0.352 -0.743
-1.175 -1.106 1.166
1.343 -0.304 -0.315
0.547 -0.262 -0.337
1.684 -0.499 0.288
0.805 -0.866 -0.103
0.008 -0.470 0.042
0.212 -0.051 0.744
0.448 0.622 0.563
0.165 0.138 -0.229

The value obtained for the LUMO energy (spin up / spin down) is -0.126 / -0.118 Ha. The HOMO-LUMO gap (spin up / spin down) comes out at 6.0 / 6.2 eV. As for the charge: 0.

***

(3)
2 unconnected molecules or ions with the total composition C6H6Cl4Si at a distorted geometry. Source: OMol25; level of theory: ωB97M-V/def2-TZVPD.

Each line ends with the Löwdin charge.
Cartesian coordinates (Å):
C -2.128 0.354 3.150  -0.80
C -3.233 1.222 3.588  -0.75
C -1.810 0.592 1.874  -0.16
C -3.614 1.976 2.541  -0.78
C -2.728 1.657 1.363  -0.75
C 1.236 -0.022 -0.453  -0.29
Si -0.085 -1.304 -0.051  0.89
Cl -1.402 -0.768 4.216  0.64
Cl -3.894 1.227 5.154  0.70
Cl -4.831 3.165 2.484  0.69
Cl -3.665 1.057 -0.025  0.59
H -2.191 2.542 1.010  0.11
H 2.147 -0.491 -0.827  0.02
H 0.892 0.689 -1.200  0.03
H 1.497 0.539 0.442  0.02
H -1.124 -1.616 -1.018  -0.09
H 0.294 -2.332 0.901  -0.09

Cartesian forces, eV/Å:
0.324 0.187 -0.623
-0.335 0.528 -0.609
1.283 -1.735 -0.890
0.171 -0.248 0.359
0.012 0.120 0.191
-0.311 -0.456 -0.084
-0.609 2.565 1.558
0.137 -0.280 0.183
-0.067 0.043 0.094
-0.068 0.051 0.061
-0.216 -0.027 -0.285
-0.067 -0.078 0.122
0.017 -0.114 -0.040
-0.136 -0.020 -0.051
-0.089 -0.101 0.140
-0.059 -0.147 -0.197
0.013 -0.287 0.070

The value obtained for the LUMO energy (spin up / spin down) is -0.049 / -0.049 Ha. The HOMO-LUMO gap (spin up / spin down) comes out at 6.7 / 6.7 eV. As for the energy above the lowest of the compared OMol25 structures with the same formula, charge and spin: 254.0 kJ/mol. As for the charge: 0.

***

| no. | calculated total energy (eV) |
| --- | --- |
| 1 | -37320.907 |
| 2 | -52247.679 |
| 3 | -64282.450 |